Record 1
A cluster of 11 separate species, C3H29NO12 in total at a distorted geometry. Source: OMol25; level of theory: wB97M-V/def2-TZVPD.

Geometry as XYZ:
```
45
Properties=species:S:1:pos:R:3:mulliken_charge:R:1
N 1.29 -0.82 -1.96 -0.495
C 0.56 -1.30 -0.80 1.365
C -0.91 -0.86 -0.54 -0.063
O -0.96 -0.39 0.80 -0.117
C 0.79 -2.78 -0.61 -1.381
O 2.17 -3.06 -0.44 -0.630
H 0.79 -1.10 -2.79 0.293
H 1.43 0.19 -1.95 0.277
H 1.00 -0.93 0.15 -0.399
H -1.65 -1.63 -0.78 0.627
H -1.02 -0.04 -1.26 -0.515
H -1.91 -0.36 1.01 0.166
H 0.47 -3.26 -1.55 0.505
H 0.17 -3.25 0.15 0.342
H 2.64 -2.66 -1.17 0.344
O -3.20 -0.87 2.20 -0.609
H -2.72 -1.55 2.69 0.332
H -3.91 -0.54 2.74 0.262
O 3.03 1.46 0.55 -0.786
H 2.45 1.80 1.26 0.405
H 2.88 0.52 0.50 0.256
O -2.74 2.99 -0.12 -0.728
H -3.00 3.14 -1.03 0.369
H -2.42 2.08 -0.11 0.300
O -1.93 -1.15 -3.47 -0.646
H -2.20 -0.56 -2.75 0.353
H -1.00 -1.31 -3.31 0.274
O -0.94 -2.28 3.49 -0.690
H -0.28 -1.76 2.98 0.336
H -0.85 -3.09 2.97 0.320
O 2.23 2.13 -2.02 -0.644
H 2.56 2.13 -1.10 0.395
H 2.57 2.89 -2.49 0.279
O -0.24 3.60 0.10 -0.701
H -1.23 3.49 0.00 0.473
H 0.09 4.46 -0.17 0.207
O -0.84 2.08 -1.96 -0.558
H -0.70 1.93 -2.90 0.268
H -0.09 2.58 -1.62 0.311
O 1.39 -2.31 2.43 -0.572
H 2.13 -2.16 3.02 0.248
H 1.82 -2.45 1.57 0.331
O 0.79 1.90 1.89 -0.773
H 0.37 2.61 1.36 0.484
H 0.16 1.17 1.89 0.187
```

frontier orbital gap: 9.942 eV
SMILES: NC(CO)CO.O.O.O.O.O.O.O.O.O.O
HOMO energy: -9.775 eV
LUMO energy: 0.17 eV
DFT total energy: -29642.18073 eV
max |F|: 2.6 eV/Å


Record 2
A cluster of 12 separate species, C3H29O12 in total at a distorted geometry. Source: OMol25; level of theory: wB97M-V/def2-TZVPD.

Geometry as XYZ:
```
44
Properties=species:S:1:pos:R:3:mulliken_charge:R:1
C 20.58 -25.25 -9.04 -1.020
C 19.85 -26.20 -8.11 1.232
C 20.39 -26.43 -6.74 -1.754
O 18.58 -25.58 -7.80 -0.081
H 21.63 -25.41 -9.06 0.751
H 20.24 -24.24 -8.79 -0.274
H 20.26 -25.28 -10.04 -0.016
H 19.63 -27.18 -8.55 0.314
H 19.73 -27.08 -6.14 0.522
H 20.74 -25.60 -6.18 -0.150
H 21.16 -27.18 -6.92 0.586
O 15.85 -24.77 -7.75 -0.670
H 16.72 -25.03 -8.01 0.241
H 15.38 -25.54 -7.43 0.298
O 18.04 -24.05 -10.42 -0.692
H 18.30 -24.03 -11.37 0.324
H 18.66 -24.54 -9.88 0.211
O 19.51 -21.73 -8.95 -0.654
H 20.16 -21.12 -8.58 0.274
H 18.94 -21.88 -8.17 0.345
O 19.47 -24.69 -3.74 -0.793
H 19.70 -23.95 -4.35 0.324
H 19.26 -24.22 -2.91 0.265
O 21.96 -22.64 -8.18 -0.679
H 21.05 -22.57 -8.32 0.177
H 22.33 -23.48 -8.43 0.453
O 17.61 -25.98 -5.22 -0.689
H 17.99 -26.33 -6.01 0.112
H 18.30 -25.48 -4.86 0.450
O 18.81 -23.21 -6.61 -0.707
H 18.09 -23.22 -5.96 0.342
H 18.62 -24.08 -7.00 0.156
O 17.06 -26.75 -9.45 -0.771
H 17.67 -26.27 -8.92 0.033
H 16.98 -27.55 -8.91 0.377
O 21.22 -22.41 -5.38 -0.641
H 22.17 -22.38 -5.61 0.292
H 20.82 -22.90 -6.06 0.412
O 22.05 -25.62 -3.38 -0.666
H 22.15 -26.01 -4.22 0.333
H 21.19 -25.19 -3.51 0.451
O 18.78 -26.64 -11.64 -0.687
H 19.40 -27.15 -11.13 0.304
H 18.11 -26.44 -10.99 0.367
```

frontier orbital gap: 8.270 eV
net charge: -1
HOMO energy: -5.482 eV
LUMO energy: 2.79 eV
DFT total energy: -28153.02682 eV
max |F|: 3.9 eV/Å


Record 3
A structure of composition C3H2AgLiO3 at a distorted geometry. Source: OMol25; level of theory: wB97M-V/def2-TZVPD.

Geometry as XYZ:
```
10
Properties=species:S:1:pos:R:3:lowdin_spin:R:1
C -0.20 -1.60 0.35 0.006
O -0.14 -1.88 1.58 0.120
H -1.38 -0.50 0.16 0.000
Ag 0.41 -3.16 3.83 0.873
C -0.15 -0.18 0.01 0.001
O 0.12 0.07 -1.36 0.000
C 0.24 1.34 -1.80 0.000
O 0.23 2.24 -0.93 0.000
Li 0.44 3.20 -2.53 0.000
H 0.44 0.47 0.68 0.000
```

frontier orbital gap (alpha / beta): 2.846 / 2.826 eV
net charge: -1
multiplicity: 2
HOMO energy (alpha / beta): -1.582 / -1.562 eV
<S²>: 0.751
LUMO energy (alpha / beta): 1.26 / 1.26 eV
DFT total energy: -13485.31703 eV
max |F|: 3.1 eV/Å


Record 4
A structure of composition C3H2BeO2 at a distorted geometry. Source: OMol25; level of theory: wB97M-V/def2-TZVPD.

Geometry as XYZ:
```
8
Properties=species:S:1:pos:R:3:mulliken_charge:R:1
O -0.84 -1.22 0.00 -0.114
C -1.16 0.52 0.65 -0.018
C -1.10 0.55 -0.59 -0.157
H -1.13 0.75 1.71 0.409
H -0.99 0.82 -1.63 0.420
C 0.85 -1.33 -0.06 0.744
O 1.77 -0.62 -0.06 0.051
Be 2.59 0.53 -0.03 0.664
```

frontier orbital gap (alpha / beta): 5.159 / 5.159 eV
net charge: +2
HOMO energy (alpha / beta): -18.884 / -18.885 eV
LUMO energy (alpha / beta): -13.73 / -13.73 eV
DFT total energy: -7609.32695 eV
max |F|: 9.9 eV/Å